Computed, not measured: the molecule C4H6O2, with the ωB97M-V functional and the def2-TZVPD basis.

Positions of all 12 atoms, in Å:
O 1.39 0.53 0.05
C 0.62 -1.29 -0.15
C -0.59 -0.80 0.62
C -0.95 0.54 -0.07
C 0.33 0.99 -0.74
O 0.52 1.61 -1.74
H 2.20 0.60 -0.48
H 1.35 -1.75 0.54
H -1.38 -1.54 0.44
H -0.50 -0.66 1.70
H -1.25 1.32 0.65
H -1.73 0.46 -0.83

Results
M = 86.090 Da
spin multiplicity = 1
net charge = 0
orbital gap = 9.009 eV
ΔE to the lowest compared entry with this formula, charge and spin = 90.2 kcal/mol